# C48H34F6N3O12P2RbS2

A structure of composition C48H34F6N3O12P2RbS2 (ωB97M-V/def2-TZVPD, the OMol25 dataset).

Geometry as XYZ:
```
108
Properties=species:S:1:pos:R:3:forces:R:3
Rb 0.253432 -2.396418 0.093933 0.424 0.536 -0.028
C -2.505859 6.081243 -0.133191 0.010 -0.030 -0.011
C -2.056269 5.088981 -1.221455 -0.019 -0.046 -0.001
C -2.145194 5.765903 -2.601425 -0.005 -0.041 0.016
C -0.615880 4.673082 -0.963006 -0.220 0.043 -0.046
C 0.378809 5.645569 -0.966238 0.122 -0.026 0.013
C 1.704569 5.320485 -0.751849 -0.070 -0.028 -0.006
C 2.046775 3.991603 -0.553203 -0.028 -0.009 0.041
C 1.089116 2.984339 -0.553109 0.147 -0.178 0.058
P 1.577682 1.188919 -0.370111 -0.284 -0.158 -0.059
C 2.180987 0.942657 -2.103058 -0.025 0.096 0.109
C 3.250994 1.624719 -2.680668 0.031 0.012 -0.102
C 3.607698 1.395046 -4.000664 -0.070 -0.061 -0.007
C 2.891739 0.482269 -4.770285 0.002 0.041 0.098
C 1.819842 -0.195789 -4.211139 0.027 0.032 0.024
C 1.471333 0.035300 -2.885380 0.047 0.021 0.050
C 3.098010 1.376090 0.627444 0.111 -0.026 -0.011
C 4.339998 0.882023 0.238487 -0.057 0.013 0.010
C 5.421535 0.930259 1.112825 -0.020 0.015 0.017
C 5.273408 1.465536 2.382147 -0.067 0.002 -0.013
C 4.029421 1.940152 2.786439 -0.014 -0.012 -0.074
C 2.950280 1.884312 1.920425 0.008 0.018 -0.051
C -0.252129 3.350445 -0.733441 0.061 0.049 -0.006
O -1.183823 2.339166 -0.674151 0.022 -0.038 -0.002
C -2.507060 2.600397 -0.889949 -0.125 0.001 0.015
C -3.387329 1.507920 -0.780474 0.020 -0.181 -0.003
C -4.736851 1.724067 -1.031189 0.062 -0.013 -0.030
C -5.215910 2.983230 -1.366114 0.003 -0.001 0.008
C -4.334703 4.044264 -1.429464 -0.146 -0.058 0.001
C -2.976355 3.876433 -1.188305 0.270 0.101 0.016
P -2.741158 -0.166095 -0.305748 0.224 0.122 0.072
C -2.862178 -0.057415 1.526955 -0.015 -0.004 0.067
C -2.058413 -0.888597 2.307832 0.014 0.243 0.286
C -2.101339 -0.815396 3.697196 0.049 -0.100 -0.068
C -2.957452 0.068004 4.327510 -0.098 0.098 -0.078
C -3.774397 0.895725 3.561212 0.044 -0.050 -0.024
C -3.723620 0.834232 2.177197 0.042 -0.012 -0.005
C -4.169862 -1.239854 -0.723373 -0.012 -0.022 0.028
C -4.336668 -1.586472 -2.065653 -0.002 0.025 0.025
C -5.312861 -2.488717 -2.452548 0.005 0.041 0.050
C -6.132716 -3.075437 -1.495607 0.056 0.043 0.052
C -5.969482 -2.748464 -0.158096 0.047 0.038 -0.060
C -4.993952 -1.833786 0.227342 -0.024 0.020 -0.018
H -1.870617 6.968264 -0.130587 0.002 0.000 0.003
H -2.446512 5.612300 0.849851 -0.007 0.018 0.004
H -3.535804 6.400915 -0.302111 0.002 0.000 0.007
H -1.501876 6.645656 -2.644908 0.002 -0.004 0.003
H -3.166264 6.085825 -2.814795 -0.003 -0.005 -0.004
H -1.829911 5.071360 -3.381184 -0.006 0.017 -0.010
H 0.106442 6.679990 -1.137699 -0.008 0.003 0.004
H 2.463461 6.092607 -0.745729 0.015 -0.011 0.003
H 3.080994 3.722138 -0.377011 -0.016 0.013 0.005
H 3.821458 2.333460 -2.092096 -0.022 -0.022 -0.014
H 4.451126 1.920938 -4.431418 0.007 0.008 0.006
H 3.177427 0.296321 -5.798160 0.004 -0.003 -0.009
H 1.262545 -0.915574 -4.797127 -0.013 -0.009 0.004
H 0.632744 -0.492051 -2.444928 -0.009 -0.031 -0.030
H 4.459209 0.393641 -0.718868 0.020 -0.003 0.016
H 6.374478 0.518224 0.804384 -0.006 -0.016 -0.024
H 6.110253 1.479205 3.069595 0.009 -0.002 0.000
H 3.895123 2.319167 3.791949 -0.020 0.000 0.005
H 1.969142 2.200512 2.255638 0.018 -0.003 0.037
H -5.422398 0.888740 -0.956710 0.013 0.016 -0.008
H -6.270413 3.134449 -1.559281 -0.002 -0.010 0.001
H -4.710004 5.032904 -1.664940 0.000 0.000 -0.007
H -1.324403 -1.577745 1.923341 -0.138 0.078 -0.169
H -1.417809 -1.443675 4.254377 -0.005 -0.006 0.000
H -2.980350 0.132761 5.408507 0.007 -0.008 0.008
H -4.442782 1.601294 4.040704 -0.004 -0.002 0.008
H -4.352887 1.496994 1.594549 0.014 -0.018 0.016
H -3.667772 -1.159522 -2.805799 -0.012 -0.031 -0.031
H -5.410480 -2.767225 -3.493692 0.016 0.001 -0.008
H -6.873748 -3.806940 -1.791222 -0.006 -0.008 -0.004
H -6.590533 -3.217722 0.594633 -0.003 -0.003 0.014
H -4.862361 -1.595509 1.275826 -0.010 -0.023 -0.016
F 0.069107 -5.508044 -3.283284 -0.001 0.011 -0.008
C -0.762154 -4.489342 -3.084074 0.114 0.090 -0.065
F -0.033478 -3.387618 -2.834404 -0.084 -0.220 0.052
F -1.424134 -4.265624 -4.226081 0.004 0.007 -0.011
S -1.996175 -4.837493 -1.709968 -0.410 0.281 -0.061
O -1.959746 -3.623211 -0.929548 -0.175 -0.301 -0.204
O -3.202486 -5.146460 -2.420222 0.074 -0.019 0.038
N -1.498666 -6.134234 -0.982075 -0.076 -0.046 0.012
S -0.223620 -6.146221 -0.051533 0.409 0.119 0.007
O 0.668198 -5.035616 -0.298660 -0.094 -0.558 -0.037
O 0.295957 -7.476547 0.024227 0.011 0.070 -0.003
C -0.863900 -5.822921 1.649946 -0.199 0.004 -0.099
F -1.818093 -6.722018 1.954336 0.183 0.137 0.078
F -1.400966 -4.604290 1.731094 0.006 -0.113 0.027
F 0.127367 -5.921367 2.523174 -0.127 -0.083 -0.025
O 1.196750 -0.632690 2.294063 -0.047 -0.020 0.035
C 1.593473 -1.777347 2.605630 -0.015 -0.106 -0.001
O 0.872267 -2.754818 2.943109 0.165 0.265 -0.137
C 3.095434 -2.034562 2.481135 -0.275 0.071 -0.053
C 3.824803 -2.192808 3.608852 0.269 -0.065 0.368
C 5.219351 -2.453123 3.562125 -0.405 0.045 -0.344
C 5.829624 -2.601840 2.336208 0.466 -0.105 0.082
C 5.117822 -2.433954 1.171814 -0.574 0.270 0.046
C 3.691101 -2.097718 1.145221 0.377 -0.185 0.046
O 3.034266 -1.940431 0.101493 -0.140 -0.034 0.152
N 5.869199 -2.549348 -0.050251 0.146 0.012 -0.213
O 5.515910 -1.910135 -1.028377 0.042 -0.047 0.053
O 6.867494 -3.271982 -0.056004 -0.060 0.040 0.004
N 5.985213 -2.559879 4.752049 0.246 0.117 0.272
O 5.422232 -2.401604 5.835211 0.001 -0.062 -0.122
O 7.196084 -2.784087 4.673590 -0.156 -0.028 -0.024
H 3.345270 -2.135962 4.577657 -0.023 -0.002 -0.036
H 6.884825 -2.828303 2.280357 -0.037 0.005 0.008
```
Positions in Å, forces in eV/Å.

Results
Energy (a.u.): -5019.10552
Gap between HOMO and LUMO (eV): 6.06
LUMO level (eV): 3.322
Net charge: -2
Energy relative to the best compared isomer or geometry (same formula, charge and spin) (kJ/mol): 0.0

***

# C48H34N4OP2PbS2Se4

A structure of composition C48H34N4OP2PbS2Se4 (ωB97M-V/def2-TZVPD, the OMol25 dataset).

Geometry as XYZ:
```
96
Properties=species:S:1:pos:R:3:forces:R:3
Pb -1.092098 1.986104 -0.222931 -0.008 -0.479 -0.420
O 0.965425 -0.384838 3.508519 -0.128 0.094 -0.241
S 0.331632 0.150429 2.279058 -0.006 0.014 0.348
C -0.492946 -1.218324 1.426863 0.337 -0.198 0.025
C 0.310091 -2.470978 1.218241 -0.081 0.089 -0.029
C -0.643958 -3.691376 -0.275009 -0.024 0.007 -0.028
C -1.955721 -3.018213 -0.535750 0.057 -0.058 -0.062
C -2.478472 -1.984217 0.136305 0.026 0.123 0.080
C -1.790051 -1.090967 1.085170 -0.261 -0.041 -0.177
P -2.720130 0.418148 1.553609 0.165 0.302 0.023
C -2.663451 0.610285 3.346003 -0.030 -0.103 0.051
C -3.061401 1.846944 3.856786 -0.020 0.023 0.007
C -3.083997 2.057845 5.224844 0.007 -0.018 -0.001
C -2.695771 1.040149 6.088707 0.003 -0.015 0.003
C -2.295508 -0.187837 5.584884 -0.012 0.022 -0.014
C -2.284214 -0.408736 4.214453 0.028 0.002 0.011
C -4.448673 0.170297 1.115353 -0.059 -0.055 -0.035
C -5.341480 -0.453384 1.985285 -0.015 0.019 0.028
C -6.665106 -0.622182 1.609271 -0.002 0.009 -0.022
C -7.102605 -0.171729 0.370258 0.002 -0.005 0.002
C -6.219114 0.450923 -0.501186 0.012 -0.013 0.029
C -4.896054 0.623848 -0.125273 -0.013 0.028 -0.032
C 1.737349 0.490473 1.156375 0.189 -0.036 -0.045
C 3.036612 1.052424 1.792579 -0.001 -0.005 -0.117
C 3.905902 2.030226 0.945332 -0.011 -0.061 0.024
C 4.200585 1.198458 -1.077980 0.015 -0.041 -0.011
C 2.850036 0.666263 -1.668410 0.035 0.024 0.082
C 1.945687 -0.250536 -0.819495 0.050 0.101 -0.013
P 0.533940 -1.313378 -1.467637 -0.194 0.005 -0.032
C 1.046794 -1.945810 -3.094940 0.092 0.070 -0.031
C 1.233780 -3.285255 -3.430936 -0.097 -0.090 0.057
C 1.533483 -3.648668 -4.736869 0.007 0.046 -0.007
C 1.666340 -2.680922 -5.720614 0.001 -0.011 0.011
C 1.464632 -1.344057 -5.403581 -0.011 -0.035 -0.005
C 1.136093 -0.984614 -4.107001 0.025 0.030 -0.021
C 0.629467 -2.768903 -0.307076 0.074 -0.111 0.106
C -0.492508 -3.794347 1.272665 0.079 -0.078 0.048
C 0.306163 -4.963516 1.758982 -0.061 0.034 0.026
C 1.505428 -5.325230 1.309171 0.128 0.063 -0.117
C 2.274504 -4.637265 0.266397 -0.075 -0.082 0.146
C 1.919956 -3.553846 -0.427713 -0.044 0.058 -0.036
H 1.157075 -2.478165 1.899146 0.013 0.013 0.019
H -0.546070 -4.618614 -0.834224 -0.027 0.012 -0.019
H -2.600364 -3.489016 -1.269785 0.012 -0.024 0.000
H -3.496854 -1.713789 -0.109335 0.014 0.010 0.020
H -3.376075 2.637471 3.181582 0.003 -0.006 -0.009
H -3.408208 3.010489 5.622442 0.002 0.008 -0.005
H -2.708187 1.205299 7.157512 0.001 0.007 0.003
H -1.991487 -0.978372 6.256939 0.000 -0.005 0.003
H -1.966646 -1.370620 3.832620 -0.010 -0.002 -0.003
H -5.009647 -0.795426 2.957938 0.017 -0.002 -0.007
H -7.358505 -1.104411 2.284710 0.001 0.000 0.008
H -8.137494 -0.302623 0.084413 -0.003 -0.004 -0.001
H -6.562102 0.802206 -1.464787 0.002 0.002 -0.006
H -4.207116 1.105542 -0.814145 0.007 0.005 0.008
H 3.005308 1.224387 2.864296 -0.011 0.001 0.012
H 4.400591 2.819639 1.503236 0.004 0.009 -0.009
H 4.979052 1.343102 -1.821991 -0.006 -0.015 -0.012
H 2.848584 0.496912 -2.741908 0.035 0.018 0.025
H 1.137846 -4.065268 -2.686608 0.007 0.037 -0.007
H 1.667243 -4.693644 -4.981911 0.005 -0.005 -0.001
H 1.911597 -2.969105 -6.733804 -0.001 0.008 -0.005
H 1.543845 -0.586931 -6.172465 -0.002 0.008 0.002
H 0.929543 0.056011 -3.879085 -0.018 -0.005 -0.007
H -1.438375 -3.740730 1.807054 -0.004 0.021 -0.003
H -0.146782 -5.557582 2.543490 -0.027 0.006 -0.012
H 1.973943 -6.197112 1.747313 0.004 -0.004 -0.010
H 3.245967 -5.062528 0.043272 0.004 0.000 0.001
H 2.633842 -3.184946 -1.156745 -0.025 0.006 0.004
S 4.961879 5.867934 -1.268219 -0.032 -0.026 -0.019
N 3.693931 5.657045 -2.252379 0.070 -0.032 0.092
C 3.170116 4.485959 -1.950343 -0.191 0.030 -0.164
C 1.955725 3.944811 -2.568616 0.128 0.070 0.110
C 1.324493 4.579049 -3.632906 -0.059 0.037 -0.048
C 0.147797 4.054729 -4.135316 0.030 -0.006 0.041
C -0.381478 2.930937 -3.522295 -0.017 0.013 0.008
N 0.224282 2.306358 -2.509988 0.090 -0.044 -0.017
C 1.387685 2.780016 -2.049619 0.006 -0.082 0.129
C 2.133998 1.906652 -1.060686 -0.098 -0.036 -0.042
N 1.269971 1.000742 -0.176388 -0.019 0.127 0.139
C 2.518330 -0.684363 0.546454 -0.028 0.047 -0.057
C 3.822330 -0.137985 1.158500 0.010 -0.004 0.032
C 4.686642 0.823350 0.340752 -0.004 0.058 -0.002
C 3.464043 2.445244 -0.478039 -0.013 0.048 -0.069
C 3.841726 3.808273 -0.912753 0.077 -0.046 0.113
N 4.868459 4.479912 -0.432998 -0.053 0.015 -0.058
H 1.763468 5.477901 -4.046256 0.007 -0.001 0.003
H -0.361821 4.514298 -4.969915 -0.006 0.001 -0.001
H -1.327088 2.512353 -3.847800 0.014 -0.026 -0.015
H 2.365038 -1.705806 0.827419 -0.025 -0.060 0.021
H 4.340577 -0.858592 1.783863 -0.003 -0.015 -0.013
H 5.761707 0.727637 0.453893 0.000 -0.005 0.004
Se -3.316643 4.200211 0.258140 -0.007 0.175 0.173
Se -2.607837 5.811483 1.598004 -0.171 -0.027 -0.087
Se -0.788243 5.016404 2.874841 0.129 0.044 0.133
Se 0.489751 3.669582 1.670773 -0.010 0.018 -0.009
```
Positions in Å, forces in eV/Å.

Results
Energy (a.u.): -13420.72652
Gap between HOMO and LUMO (alpha / beta) (eV): 4.39 / 4.71
LUMO level (alpha / beta) (eV): -8.164 / -7.846
Net charge: +2

***

> net charge of number 1 (C48H34F6N3O12P2RbS2)?

-2

***

> What is the net charge in the first record?

-2

***

> Which value of net charge does entry 1 give?

-2